Here is 2 unconnected molecules or ions with the total composition C3H10NOS in a non-equilibrium geometry from the OMol25 dataset. Energies are from ωB97M-V/def2-TZVPD.

HOMO energy (alpha / beta): -8.34 / -8.34 eV
multiplicity: 2
<S²>: 0.755
F_max: 1.5 eV/A
E_tot: -648.36225 Ha
ΔE to the lowest compared entry with this formula, charge and spin: 45.3 kcal per mole

Last column: Löwdin spin population.
Positions of all 16 atoms, in Å:
C 1.7191 0.1381 -1.1873  0.014
S 1.9091 1.8721 -0.7285  0.006
C 0.3557 2.2704 0.1040  0.001
H 2.6679 -0.2606 -1.5547  0.000
H 1.3254 -0.5350 -0.4368  0.006
H 1.0323 0.0377 -2.0370  -0.001
H -0.3961 2.1223 -0.6722  0.000
H 0.4579 3.3606 0.1903  0.000
H 0.0259 1.7686 1.0156  0.001
N -2.1621 -1.2656 0.8882  0.104
C -0.6944 -1.4817 0.8028  0.042
O -0.3440 -1.7099 -0.5063  0.811
H -2.5683 -1.9884 1.4788  0.004
H -2.6337 -1.4712 0.0082  0.000
H -0.4794 -2.2982 1.4967  0.001
H -0.2153 -0.5593 1.1383  0.010